No. 1
104
Properties=species:S:1:pos:R:3 method="wB97M-V/def2-TZVPD" spin_multiplicity=1 homo_lumo_gap_ev=9.48 relative_energy_kcal_mol=90.9 total_energy_ha=-1775.91790 max_force_ev_per_a=3.4
C 0.57 4.39 -2.64
O 1.31 4.21 -1.48
C 2.50 3.43 -1.71
C 3.14 2.93 -0.42
C 4.34 2.04 -0.64
N 2.20 2.21 0.35
H 0.20 3.50 -3.14
H 1.10 4.96 -3.40
H -0.26 5.01 -2.29
H 2.27 2.55 -2.31
H 3.25 4.01 -2.25
H 3.39 3.79 0.20
H 4.68 1.63 0.31
H 5.13 2.70 -1.01
H 4.21 1.24 -1.37
H 1.39 2.79 0.17
H 1.99 1.37 -0.17
C 0.56 -2.41 -1.08
O 1.76 -2.64 -0.42
C 1.57 -3.16 0.84
C 3.03 -3.17 1.50
C 4.07 -4.10 0.82
N 2.96 -3.57 2.88
H 0.05 -3.36 -1.21
H 0.68 -1.99 -2.08
H -0.17 -1.76 -0.61
H 0.88 -2.52 1.39
H 1.17 -4.17 0.74
H 3.41 -2.15 1.45
H 3.76 -5.13 0.97
H 5.08 -4.14 1.22
H 4.06 -3.95 -0.26
H 3.71 -3.12 3.40
H 2.15 -3.10 3.26
C -3.39 4.89 -7.76
O -3.26 3.49 -7.61
C -2.72 2.88 -8.78
C -2.62 1.40 -8.51
C -1.65 0.96 -7.41
N -2.21 0.66 -9.74
H -2.44 5.40 -7.93
H -3.72 5.34 -6.82
H -4.04 5.23 -8.56
H -3.37 3.13 -9.62
H -1.72 3.23 -9.03
H -3.60 0.93 -8.40
H -2.08 1.19 -6.43
H -0.67 1.43 -7.37
H -1.38 -0.09 -7.37
H -1.32 1.11 -9.91
H -1.81 -0.25 -9.57
C -8.49 7.64 -1.20
O -9.14 8.83 -1.45
C -9.88 9.36 -0.38
C -10.28 10.77 -0.80
C -9.19 11.58 -1.49
N -10.68 11.48 0.42
H -7.73 7.76 -0.43
H -7.97 7.46 -2.14
H -9.13 6.79 -0.97
H -10.78 8.79 -0.16
H -9.26 9.37 0.52
H -11.16 10.72 -1.44
H -9.71 12.48 -1.82
H -8.66 11.12 -2.32
H -8.46 12.05 -0.83
H -11.12 10.76 0.97
H -9.77 11.69 0.79
C -4.77 1.96 -2.85
C -5.67 0.71 -3.15
O -5.58 -0.17 -2.02
H -4.75 2.57 -3.75
H -3.75 1.74 -2.52
H -5.24 2.58 -2.09
H -5.18 0.26 -4.01
H -6.69 0.91 -3.48
H -5.69 -1.08 -2.31
C -11.01 2.84 -4.67
C -12.25 3.59 -4.44
O -12.43 4.53 -5.44
H -10.24 3.49 -5.08
H -11.16 2.11 -5.46
H -10.71 2.37 -3.73
H -12.08 4.09 -3.48
H -13.09 2.91 -4.31
H -12.66 4.10 -6.26
C -4.72 -4.31 -5.80
C -5.86 -4.70 -4.87
O -5.42 -4.66 -3.51
H -4.18 -3.42 -5.49
H -5.08 -4.24 -6.82
H -4.01 -5.12 -5.94
H -6.20 -5.70 -5.14
H -6.68 -3.98 -4.91
H -5.13 -5.55 -3.31
C -8.90 1.03 2.01
C -7.53 1.64 2.43
O -6.50 0.68 2.31
H -9.34 0.35 2.74
H -8.76 0.51 1.07
H -9.74 1.72 1.91
H -7.64 2.04 3.44
H -7.37 2.49 1.77
H -6.49 0.35 1.41

---

No. 2
19
Properties=species:S:1:pos:R:3 method="wB97M-V/def2-TZVPD" spin_multiplicity=1 homo_lumo_gap_ev=8.46 relative_energy_kcal_mol=26.9 total_energy_ha=-1048.19510 max_force_ev_per_a=2.7
C 1.71 -0.20 -0.67
N 0.89 1.00 -0.57
C 0.31 1.27 -1.90
C -0.17 0.88 0.42
C -1.13 -0.30 0.18
S -2.17 -0.69 1.60
C -1.16 -1.66 2.65
S 0.19 -2.48 2.34
H 1.17 -1.09 -1.03
H 2.20 -0.39 0.29
H 2.51 0.00 -1.40
H -0.18 0.40 -2.26
H 0.95 1.69 -2.65
H -0.54 2.02 -1.80
H -0.67 1.85 0.49
H 0.32 0.74 1.35
H -0.60 -1.22 -0.09
H -1.91 -0.08 -0.57
H -1.71 -1.73 3.60

---

No. 3
21
Properties=species:S:1:pos:R:3 method="wB97M-V/def2-TZVPD" spin_multiplicity=1 homo_lumo_gap_ev=9.51 relative_energy_kcal_mol=26.9 total_energy_ha=-651.56966 max_force_ev_per_a=3.9 charge=+1
C -1.99 -1.71 0.68
S -1.82 0.03 -0.11
C -0.55 -0.18 -1.37
C 0.82 -0.50 -0.69
C 1.69 0.65 -0.19
C 2.67 0.00 1.02
N 0.88 1.74 0.55
H -2.98 -1.73 1.16
H -1.11 -1.74 1.31
H -1.90 -2.44 -0.12
H -0.50 0.74 -1.96
H -0.69 -1.05 -2.01
H 1.36 -1.23 -1.36
H 0.62 -1.24 0.10
H 2.23 1.10 -1.01
H 2.11 -0.79 1.52
H 3.03 0.78 1.67
H 3.39 -0.48 0.35
H 1.09 1.90 1.55
H 0.85 2.63 0.08
H -0.09 1.33 0.45

---

No. 4
130
Properties=species:S:1:pos:R:3 method="wB97M-V/def2-TZVPD" spin_multiplicity=1 homo_lumo_gap_ev=7.76 total_energy_ha=-4065.27472 max_force_ev_per_a=5.7
N 1.09 2.18 -2.44
C 1.17 0.97 -1.56
C 0.25 -0.20 -2.07
C -0.83 -0.75 -1.24
C -1.04 -0.18 0.21
C 0.21 -0.48 1.15
C 0.11 -1.94 1.82
S 1.20 -3.01 0.80
C 0.42 -4.63 0.49
S -1.20 -4.85 0.85
N 1.29 -5.62 -0.05
C 0.67 -6.96 -0.14
C -0.24 -7.15 -1.44
O 0.47 -6.86 -2.66
C 0.86 -5.48 -2.58
C 1.85 -5.24 -1.37
C -1.74 -1.85 -1.77
C -2.92 -2.38 -0.83
S -3.65 -3.96 -1.37
O -4.31 -4.56 -0.20
O -4.72 -3.66 -2.37
C -1.44 -2.34 -3.13
C -0.35 -1.81 -4.00
N -0.23 -2.38 -5.26
C 0.76 -1.77 -5.95
C 1.61 -0.65 -5.45
N 1.51 -0.12 -4.21
C 0.50 -0.73 -3.47
H 0.26 2.14 -3.03
H 1.91 2.24 -3.04
H 2.25 0.65 -1.54
H 0.86 1.32 -0.54
H -1.94 -0.60 0.72
H -1.18 0.94 0.14
H 1.18 -0.47 0.59
H 0.18 0.32 1.96
H -0.97 -2.21 1.81
H 0.47 -1.81 2.88
H 0.15 -7.29 0.79
H 1.52 -7.69 -0.29
H -0.67 -8.19 -1.43
H -1.14 -6.46 -1.43
H 1.46 -5.28 -3.51
H -0.01 -4.76 -2.61
H 2.30 -4.20 -1.39
H 2.72 -5.94 -1.57
H -3.75 -1.61 -0.92
H -2.63 -2.37 0.25
H -2.70 -4.85 -1.84
H -2.06 -3.18 -3.54
H 0.94 -2.12 -7.01
H 2.37 -0.22 -6.14
C 5.52 -2.94 -3.04
C 4.53 -2.12 -2.34
N 3.76 -1.48 -1.78
H 6.43 -3.06 -2.46
H 5.14 -3.94 -3.25
H 5.80 -2.49 -4.00
C 0.70 0.60 5.55
C -0.50 0.30 4.77
N -1.44 0.07 4.15
H 0.57 1.51 6.14
H 0.94 -0.21 6.24
H 1.56 0.75 4.91
C -0.94 3.46 1.68
C 0.08 3.26 2.71
N 0.88 3.11 3.52
H -1.53 2.55 1.52
H -1.63 4.26 1.95
H -0.49 3.72 0.72
C -0.49 -0.21 -9.37
C 0.65 -0.95 -9.90
N 1.54 -1.54 -10.32
H -0.74 -0.52 -8.36
H -0.29 0.87 -9.33
H -1.38 -0.35 -9.98
C -4.99 1.55 2.29
C -4.36 1.47 0.97
N -3.87 1.41 -0.07
H -5.29 2.57 2.53
H -5.88 0.92 2.34
H -4.31 1.21 3.07
C -1.33 6.38 5.03
C -2.52 6.07 4.25
N -3.45 5.81 3.63
H -1.46 7.30 5.62
H -1.08 5.58 5.73
H -0.45 6.53 4.40
C -4.43 -2.28 -5.87
C -3.80 -2.37 -7.19
N -3.31 -2.44 -8.22
H -4.73 -1.25 -5.64
H -5.32 -2.90 -5.81
H -3.77 -2.60 -5.07
C 1.07 6.69 8.27
C 0.72 5.54 7.44
N 0.44 4.64 6.79
H 1.13 6.42 9.33
H 2.04 7.10 7.99
H 0.34 7.49 8.17
C 4.55 -4.00 2.99
C 3.57 -3.18 3.70
N 2.79 -2.54 4.25
H 5.46 -4.12 3.57
H 4.16 -5.00 2.79
H 4.82 -3.55 2.04
C 1.93 8.70 2.69
C 1.44 8.47 4.05
N 1.06 8.29 5.12
H 1.21 8.35 1.95
H 2.10 9.76 2.50
H 2.87 8.18 2.51
C -5.86 6.63 5.69
C -6.35 6.40 7.05
N -6.73 6.22 8.12
H -6.57 6.26 4.95
H -5.70 7.69 5.50
H -4.92 6.12 5.52
C 0.58 -6.90 -6.34
C 1.74 -7.60 -6.89
N 2.65 -8.14 -7.33
H 0.33 -7.27 -5.34
H 0.76 -5.83 -6.26
H -0.31 -7.04 -6.96
C 5.46 6.01 4.33
C 4.85 6.29 3.03
N 4.36 6.50 2.01
H 5.50 4.94 4.53
H 6.48 6.39 4.38
H 4.90 6.48 5.14

---

No. 5
23
Properties=species:S:1:pos:R:3 method="wB97M-V/def2-TZVPD" spin_multiplicity=1 homo_lumo_gap_ev=8.66 relative_energy_kcal_mol=10.0 total_energy_ha=-441.86598 max_force_ev_per_a=2.9
C 0.75 1.94 -1.58
C -0.30 1.63 -0.55
C -0.23 0.57 0.30
C -1.29 0.26 1.32
N 0.83 -0.38 0.27
H 0.42 2.71 -2.26
H 1.00 1.07 -2.17
H 1.70 2.30 -1.08
H -1.19 2.24 -0.49
H -1.78 -0.70 1.19
H -0.85 0.27 2.40
H -2.15 0.99 1.30
H 1.58 -0.11 -0.29
H 1.14 -0.65 1.22
O -1.64 -0.45 -2.81
H -1.45 -1.27 -2.21
H -1.52 0.29 -2.18
O 1.98 -1.03 3.06
H 2.06 -1.86 3.51
H 2.15 -0.35 3.72
O -0.81 -2.44 -0.89
H -0.09 -1.85 -0.50
H -0.32 -3.19 -1.34